DFT (ωB97M-V/def2-TZVPD) results for a molecular structure, C40H37BrN3O2SW.

Values from the calculation:
Molar mass, g/mol: 887.6
E_tot, eV: -133326.089
Charge: +3
HOMO, eV: -16.04
Max |F|, Eh/bohr: 0.013
HOMO-LUMO gap, eV: 6.035

Structure (XYZ):
```
85
C40H37BrN3O2SW ωB97M-V/def2-TZVPD
W -0.435 -0.155 -0.462
Br 1.983 -4.648 4.967
C 1.166 -3.406 3.827
C -0.194 -3.103 3.983
C -0.841 -2.191 3.163
C -0.116 -1.598 2.152
O -0.659 -0.683 1.319
C 1.255 -1.864 1.978
C 2.019 -1.176 1.014
N 1.591 -0.349 0.076
C 2.548 0.368 -0.715
C 3.878 0.546 -0.447
C 4.693 1.230 -1.379
C 4.186 1.726 -2.546
C 2.806 1.586 -2.830
C 2.169 2.045 -4.002
C 0.822 1.839 -4.178
C 0.092 1.194 -3.180
N 0.663 0.769 -2.057
C 2.004 0.928 -1.883
C 1.892 -2.780 2.844
H -0.752 -3.595 4.770
H -1.888 -1.958 3.302
H 3.091 -1.333 1.062
H 4.335 0.185 0.465
H 5.743 1.352 -1.152
H 4.827 2.235 -3.255
H 2.753 2.549 -4.763
H 0.313 2.161 -5.076
H -0.973 1.022 -3.294
H 2.948 -2.993 2.726
O -1.413 1.534 -0.277
S -1.381 3.112 -0.590
C -1.179 3.851 0.987
C -2.143 3.759 1.992
C -1.905 4.409 3.187
C -0.734 5.147 3.363
C 0.213 5.236 2.351
C -0.004 4.582 1.149
C -3.041 3.395 -1.088
C -4.115 2.703 -0.534
C -5.389 3.042 -0.949
C -5.574 4.052 -1.892
C -4.489 4.721 -2.440
C -3.201 4.387 -2.048
H -3.064 3.215 1.836
H -2.638 4.363 3.982
H -0.569 5.668 4.297
H 1.108 5.826 2.494
H 0.716 4.661 0.341
H -3.956 1.906 0.183
H -6.246 2.523 -0.540
H -6.576 4.313 -2.205
H -4.642 5.495 -3.179
H -2.347 4.903 -2.474
C 1.341 -3.990 -0.904
C 1.073 -3.691 -2.378
C 1.857 -2.485 -2.894
C -0.411 -3.607 -2.667
C -0.961 -4.598 -3.466
C -2.314 -4.640 -3.747
C -3.159 -3.672 -3.230
C -2.681 -2.632 -2.448
C -3.716 -1.666 -1.901
C -3.521 -0.223 -2.347
C -3.894 -1.768 -0.388
C -1.287 -2.606 -2.175
N -0.779 -1.580 -1.378
H 2.417 -4.031 -0.715
H 0.913 -4.950 -0.612
H 0.902 -3.231 -0.259
H 1.428 -4.556 -2.941
H 1.614 -1.590 -2.323
H 1.638 -2.290 -3.945
H 2.930 -2.661 -2.801
H -0.309 -5.365 -3.865
H -2.714 -5.434 -4.364
H -4.220 -3.721 -3.439
H -4.658 -1.990 -2.346
H -2.658 0.208 -1.845
H -4.367 0.406 -2.072
H -3.366 -0.141 -3.422
H -4.689 -1.101 -0.058
H -2.986 -1.490 0.160
H -4.161 -2.780 -0.085
```

Löwdin atomic charge list, values in e, 2 entries: number 1, W, carries 1.84; number 2, Br, carries 0.87

DFT (ωB97M-V/def2-TZVPD) results for a molecular structure, C40H37BrN4O2PV in a non-equilibrium geometry.

Values from the calculation:
Spin multiplicity: 4
Molar mass, g/mol: 767.6
E_tot, eV: -157153.407
Charge: +1
HOMO (alpha / beta), eV: -7.86 / -10.05
Max |F|, Eh/bohr: 0.034
HOMO-LUMO gap (alpha / beta), eV: 4.827 / 7.059

Structure (XYZ):
```
86
C40H37BrN4O2PV ωB97M-V/def2-TZVPD
V 0.384 0.136 -0.294
Br 5.611 5.109 -1.268
C 4.029 4.109 -1.004
C 2.827 4.596 -1.508
C 1.672 3.846 -1.322
C 1.727 2.635 -0.656
O 0.566 1.917 -0.566
C 2.935 2.132 -0.113
C 3.041 0.934 0.641
N 1.962 0.125 0.884
C 1.990 -0.864 1.844
C 3.115 -1.421 2.417
C 2.989 -2.355 3.472
C 1.769 -2.721 3.968
C 0.591 -2.168 3.395
C -0.709 -2.467 3.855
C -1.796 -1.895 3.253
C -1.583 -1.033 2.162
N -0.388 -0.739 1.688
C 0.703 -1.275 2.318
C 4.093 2.916 -0.315
H 2.795 5.539 -2.033
H 0.720 4.186 -1.707
H 4.002 0.713 1.091
H 4.100 -1.145 2.071
H 3.887 -2.777 3.902
H 1.681 -3.417 4.789
H -0.833 -3.138 4.695
H -2.802 -2.087 3.592
H -2.442 -0.592 1.672
H 5.040 2.570 0.077
N -1.824 0.811 -0.521
C -2.105 1.545 -1.728
C -2.842 2.713 -1.692
C -3.040 3.419 -2.868
C -2.501 2.967 -4.063
C -1.736 1.812 -4.084
C -1.527 1.088 -2.916
P -0.357 -0.277 -2.700
C -1.204 -1.827 -3.092
C -0.467 -2.930 -3.517
C -1.094 -4.147 -3.730
C -2.460 -4.276 -3.514
C -3.198 -3.182 -3.087
C -2.572 -1.962 -2.877
C 0.914 -0.063 -3.958
C 2.152 0.426 -3.551
C 3.142 0.691 -4.487
C 2.900 0.454 -5.831
C 1.674 -0.056 -6.243
C 0.683 -0.312 -5.312
H -2.213 1.293 0.283
H -2.248 -0.116 -0.569
H -3.257 3.071 -0.759
H -3.619 4.332 -2.847
H -2.656 3.529 -4.973
H -1.264 1.494 -5.003
H 0.597 -2.838 -3.691
H -0.517 -4.994 -4.077
H -2.950 -5.224 -3.692
H -4.265 -3.272 -2.932
H -3.174 -1.104 -2.585
H 2.365 0.604 -2.500
H 4.094 1.085 -4.161
H 3.668 0.663 -6.564
H 1.493 -0.251 -7.291
H -0.268 -0.717 -5.639
O 0.704 -1.978 -0.590
C 0.697 -3.197 -0.355
C 1.755 -4.077 -0.967
C 2.707 -4.696 0.066
C 2.135 -5.910 0.789
C 0.917 -5.608 1.652
C -0.288 -5.141 0.844
N -0.218 -3.736 0.448
H 2.305 -3.434 -1.654
H 1.271 -4.861 -1.557
H 3.001 -3.928 0.787
H 3.616 -4.992 -0.461
H 2.915 -6.361 1.406
H 1.861 -6.663 0.042
H 1.160 -4.833 2.385
H 0.633 -6.501 2.211
H -1.206 -5.239 1.424
H -0.414 -5.757 -0.052
H -0.877 -3.089 0.859
```

Löwdin atomic charge list, values in e, 2 entries: number 1, V, carries 0.90; number 2, Br, carries 0.74

DFT (ωB97M-V/def2-TZVPD) results for a molecular structure, C40H37BrN5O10PRhS in a non-equilibrium geometry.

Values from the calculation:
Spin multiplicity: 5
Molar mass, g/mol: 993.6
E_tot, eV: -163167.310
Charge: +1
HOMO (alpha / beta), eV: -9.81 / -11.13
Max |F|, Eh/bohr: 0.063
HOMO-LUMO gap (alpha / beta), eV: 6.552 / 5.581

Structure (XYZ):
```
96
C40H37BrN5O10PRhS ωB97M-V/def2-TZVPD
Rh 0.179 -0.341 -0.787
N -0.308 -1.851 0.624
C 0.696 -2.292 1.574
C 0.319 -3.182 2.570
C 1.264 -3.709 3.431
C 2.594 -3.352 3.285
C 2.974 -2.444 2.310
C 2.026 -1.888 1.455
P 2.479 -0.694 0.140
C 2.364 0.920 1.033
C 2.838 2.026 0.379
C 2.818 3.302 0.958
C 2.392 3.432 2.288
C 1.882 2.376 2.973
C 1.624 1.056 2.320
C 4.291 -0.784 -0.024
C 4.904 -1.320 -1.147
C 6.285 -1.353 -1.227
C 7.060 -0.841 -0.201
C 6.451 -0.302 0.920
C 5.073 -0.256 1.005
H -0.489 -2.644 -0.002
H -1.190 -1.662 1.111
H -0.717 -3.475 2.655
H 0.960 -4.406 4.197
H 3.337 -3.786 3.934
H 4.018 -2.187 2.194
H 3.285 1.892 -0.597
H 3.186 4.162 0.420
H 2.510 4.383 2.784
H 1.650 2.460 4.021
H 1.882 0.249 3.015
H 4.300 -1.716 -1.947
H 6.758 -1.778 -2.096
H 8.135 -0.862 -0.269
H 7.051 0.084 1.730
H 4.604 0.187 1.873
O 0.329 0.304 -4.561
C -0.144 0.581 -3.487
O 0.448 0.861 -2.385
C -1.676 0.747 -3.336
C -2.364 -0.061 -2.435
C -3.677 0.229 -2.113
C -4.295 1.312 -2.725
C -3.638 2.074 -3.688
C -2.320 1.787 -3.994
N -5.623 1.691 -2.316
O -6.054 1.194 -1.291
O -6.206 2.519 -2.977
H -1.890 -0.934 -1.993
H -4.220 -0.357 -1.390
H -4.158 2.888 -4.170
H -1.786 2.384 -4.716
Br 1.980 -7.063 -6.250
C 1.815 -5.694 -4.950
C 2.569 -5.767 -3.785
C 2.455 -4.765 -2.844
C 1.583 -3.698 -3.064
C 0.844 -3.626 -4.243
C 0.960 -4.626 -5.188
C 1.472 -2.621 -2.035
O 2.357 -2.539 -1.165
O 0.449 -1.876 -2.097
H 3.248 -6.589 -3.629
H 3.033 -4.795 -1.932
H 0.205 -2.774 -4.420
H 0.407 -4.572 -6.111
C -6.549 0.948 2.780
C -5.874 1.852 1.770
S -4.053 1.822 1.868
O -3.575 1.436 3.165
O -3.483 1.062 0.770
C -3.584 3.584 1.549
C -2.149 3.855 1.976
N -1.284 2.721 1.753
C -0.983 2.169 0.536
N -0.281 1.079 0.636
C 0.042 0.873 2.036
C -0.748 1.930 2.719
N -0.892 2.016 4.085
O -1.427 3.005 4.580
O -0.416 1.075 4.721
C -1.376 2.821 -0.726
H -7.629 1.023 2.654
H -6.296 1.241 3.797
H -6.262 -0.090 2.636
H -6.142 2.891 1.939
H -6.113 1.568 0.749
H -4.252 4.195 2.145
H -3.759 3.743 0.488
H -2.125 4.047 3.053
H -1.738 4.714 1.438
H -0.222 -0.120 2.405
H -1.373 3.902 -0.617
H -2.372 2.487 -1.009
H -0.670 2.535 -1.504
```

Löwdin atomic charge list, values in e, 2 entries: number 1, Rh, carries 1.15; number 2, N, carries 0.02

DFT (ωB97M-V/def2-TZVPD) results for a molecular structure, C40H37CoO2PSi in a non-equilibrium geometry.

Values from the calculation:
Spin multiplicity: 2
Molar mass, g/mol: 667.7
E_tot, eV: -100969.364
Charge: 0
HOMO (alpha / beta), eV: -7.68 / -7.65
Max |F|, Eh/bohr: 0.023
HOMO-LUMO gap (alpha / beta), eV: 6.619 / 7.789

Structure (XYZ):
```
82
C40H37CoO2PSi ωB97M-V/def2-TZVPD
Co 0.630 0.204 -1.024
C -0.761 4.757 0.157
C -0.830 3.515 -0.677
C -1.948 2.691 -0.585
C -2.072 1.545 -1.354
C -3.322 0.720 -1.266
C -1.036 1.198 -2.240
C 0.098 2.036 -2.370
C 1.123 1.797 -3.452
C 0.177 3.181 -1.574
H -1.616 5.398 -0.057
H 0.152 5.316 -0.026
H -0.796 4.503 1.216
H -2.754 2.966 0.079
H -4.198 1.350 -1.406
H -3.408 0.260 -0.281
H -3.334 -0.061 -2.021
H -1.229 0.441 -2.994
H 1.105 2.622 -4.167
H 0.923 0.869 -3.987
H 2.131 1.748 -3.030
H 1.019 3.847 -1.700
O 3.775 -1.531 -0.099
C 2.959 -0.803 0.442
O 2.392 0.213 -0.110
C 2.541 -1.035 1.867
C 3.354 -1.786 2.707
C 3.015 -1.954 4.036
C 1.845 -1.389 4.522
C 1.011 -0.680 3.680
C 1.347 -0.496 2.343
P 0.321 0.544 1.250
C -1.297 0.423 2.109
C -2.088 1.527 2.402
C -3.314 1.364 3.022
C -3.773 0.098 3.343
C -3.021 -1.014 3.000
C -1.797 -0.851 2.377
C 1.000 2.143 1.837
C 0.706 2.621 3.111
C 1.284 3.791 3.569
C 2.172 4.492 2.770
C 2.478 4.014 1.508
C 1.897 2.849 1.044
H 4.252 -2.217 2.292
H 3.655 -2.520 4.696
H 1.581 -1.506 5.564
H 0.090 -0.269 4.067
H -1.726 2.519 2.180
H -3.911 2.233 3.262
H -4.714 -0.021 3.858
H -3.387 -2.005 3.229
H -1.192 -1.712 2.124
H 0.028 2.079 3.753
H 1.039 4.157 4.556
H 2.635 5.397 3.135
H 3.172 4.553 0.879
H 2.152 2.468 0.069
C 0.325 -5.477 0.610
C 1.382 -5.475 -0.284
C 1.594 -4.381 -1.101
C 0.756 -3.274 -1.046
C -0.301 -3.290 -0.141
C -0.517 -4.380 0.681
Si 1.109 -1.768 -2.165
C 0.028 -1.946 -3.736
C 0.564 -1.673 -4.990
C -0.200 -1.785 -6.137
C -1.532 -2.158 -6.049
C -2.086 -2.421 -4.807
C -1.312 -2.314 -3.665
H 0.158 -6.330 1.250
H 2.049 -6.324 -0.338
H 2.422 -4.386 -1.793
H -0.959 -2.430 -0.078
H -1.340 -4.377 1.384
H 2.495 -1.961 -2.679
H 1.600 -1.376 -5.072
H 0.244 -1.588 -7.103
H -2.134 -2.240 -6.942
H -3.125 -2.714 -4.732
H -1.756 -2.527 -2.703
```

Löwdin atomic charge list, values in e, 2 entries: number 1, Co, carries 0.26; number 2, C, carries -0.03

DFT (ωB97M-V/def2-TZVPD) results for a molecular structure, C40H37N4O2OsTe in a non-equilibrium geometry.

Values from the calculation:
Molar mass, g/mol: 923.6
E_tot, eV: -61889.313
Charge: +1
HOMO (alpha / beta), eV: -10.53 / -10.53
Max |F|, Eh/bohr: 0.024
HOMO-LUMO gap (alpha / beta), eV: 6.272 / 6.273

Structure (XYZ):
```
85
C40H37N4O2OsTe ωB97M-V/def2-TZVPD
Os -0.401 -0.944 -0.164
C 4.653 3.714 -1.062
C 3.826 2.456 -0.943
C 4.303 1.232 -1.388
C 3.564 0.054 -1.283
C 4.144 -1.217 -1.835
O 4.809 -1.177 -2.847
C 3.912 -2.511 -1.115
C 3.674 -2.554 0.256
C 3.503 -3.772 0.896
C 3.556 -4.952 0.163
C 3.796 -4.914 -1.205
C 3.985 -3.695 -1.841
C 2.286 0.122 -0.742
O 1.480 -0.958 -0.700
C 1.800 1.332 -0.281
C 2.557 2.490 -0.377
C 0.428 1.279 0.292
N -0.661 1.258 -0.474
C -0.467 1.469 -1.933
C -1.673 1.026 -2.741
Te -3.402 2.319 -2.536
C -2.362 4.124 -2.219
C -1.847 4.439 -0.960
C -1.196 5.649 -0.753
C -1.074 6.560 -1.796
C -1.593 6.255 -3.047
C -2.232 5.038 -3.261
C 0.285 1.433 1.764
C -0.964 1.655 2.347
C -1.087 1.779 3.719
C 0.041 1.692 4.529
C 1.288 1.494 3.957
C 1.411 1.367 2.581
H 5.580 3.523 -1.600
H 4.912 4.111 -0.078
H 4.109 4.494 -1.597
H 5.286 1.170 -1.841
H 3.644 -1.633 0.827
H 3.336 -3.803 1.966
H 3.423 -5.905 0.662
H 3.853 -5.834 -1.773
H 4.194 -3.645 -2.902
H 2.154 3.431 -0.011
H 0.447 0.996 -2.311
H -0.322 2.543 -2.060
H -2.013 0.026 -2.468
H -1.402 1.003 -3.795
H -1.948 3.735 -0.143
H -0.794 5.885 0.226
H -0.582 7.510 -1.631
H -1.498 6.962 -3.862
H -2.626 4.801 -4.241
H -1.834 1.780 1.719
H -2.060 1.959 4.160
H -0.054 1.796 5.603
H 2.171 1.442 4.581
H 2.386 1.204 2.140
C -5.720 0.461 0.257
C -4.594 -0.459 -0.062
C -4.581 -1.732 -0.605
C -3.239 -2.089 -0.745
N -2.472 -1.086 -0.291
N -3.316 -0.115 0.121
C -2.671 -3.348 -1.314
H -6.668 -0.066 0.175
H -5.725 1.302 -0.440
H -5.631 0.858 1.268
H -5.440 -2.326 -0.878
H -2.921 0.801 0.286
H -3.337 -3.730 -2.086
H -2.579 -4.117 -0.545
H -1.689 -3.181 -1.750
N -0.361 -2.347 0.726
C -0.598 -3.354 1.641
C -1.479 -3.138 2.699
C -1.734 -4.175 3.578
C -1.113 -5.404 3.398
C -0.223 -5.604 2.350
C 0.048 -4.577 1.464
H -1.938 -2.165 2.816
H -2.416 -4.028 4.405
H -1.318 -6.214 4.088
H 0.262 -6.564 2.226
H 0.748 -4.694 0.645
```

Löwdin atomic charge list, values in e, 2 entries: number 1, Os, carries 1.54; number 2, C, carries -0.04